Entry 1:
# C2ClN5

A 2-piece molecular cluster, C2ClN5 overall at a distorted geometry (ωB97M-V/def2-TZVPD, the Open Molecules 2025 dataset).

```
8
Properties=species:S:1:pos:R:3:forces:R:3:mulliken_charge:R:1
C 1.129282 -0.224154 -0.830031 -0.6033 1.2691 -0.6330 0.420
C -1.511909 -1.450711 1.343102 0.0203 0.7258 0.1019 0.407
N 1.109665 -1.092076 -1.563981 0.1247 -2.0585 -0.9508 -0.379
N -1.573762 -0.459464 1.886707 -0.2738 2.0271 1.7516 -0.332
N 1.123371 0.878241 -0.145413 1.7012 -2.0604 2.9874 -0.562
N 0.386095 2.995079 -0.583501 -0.7690 1.3671 -0.0289 -0.372
N 0.666370 1.941091 -0.404149 -0.4489 1.5072 -1.3439 0.899
Cl -1.329112 -2.588006 0.297266 0.2488 -2.7774 -1.8843 -0.081
```
Positions in Å, forces in eV/Å.

Energy relative to the best compared isomer or geometry (same formula, charge and spin) (kcal per mole): 11.43
Strongest force on any atom (eV Å⁻¹): 4.0
Kohn-Sham gap (hartree): 0.412
HOMO level (eV): -10.8
E_LUMO (eV): 0.44
Charge: 0

***

Entry 2:
# C19H23N2O2RhSeSi

C19H23N2O2RhSeSi as an isolated structure at a distorted geometry (ωB97M-V/def2-TZVPD, the Open Molecules 2025 dataset).

```
49
Properties=species:S:1:pos:R:3:forces:R:3:mulliken_charge:R:1
Rh -0.142368 0.044846 1.056548 -0.6006 -0.8691 0.0132 0.334
O 1.736280 -0.541485 0.663046 -0.0320 -0.4585 0.3061 -0.281
C 2.706797 -0.489758 1.513460 0.1212 0.2493 -0.0784 0.678
C 3.946550 -1.068260 1.120463 -0.0246 0.0263 0.0063 -0.743
C 5.030193 -1.087795 1.951908 0.0185 -0.0080 -0.0246 -0.419
C 4.976736 -0.520201 3.239184 -0.0018 -0.0086 0.0152 -0.765
C 3.810647 0.063985 3.640968 -0.0184 0.0210 -0.0092 -0.675
C 2.663280 0.109864 2.811876 0.0416 -0.0525 -0.0200 0.557
C 1.512112 0.750591 3.360378 0.0031 0.0658 -0.0136 -0.286
N 0.390467 0.936573 2.757604 0.0603 0.3341 -0.1665 -0.094
C -0.776833 1.482960 3.465672 0.0407 -0.0594 0.0684 -0.704
C -1.813402 1.852898 2.423430 -0.0451 0.1363 -0.0706 -0.741
N -1.955946 0.734711 1.487121 0.1699 0.5035 0.0568 0.180
C -2.984479 0.655753 0.726118 -0.0779 -0.3128 -0.0520 -0.278
C -3.164097 -0.314443 -0.316569 0.0837 0.0824 -0.0017 0.622
C -4.394294 -0.311577 -0.998899 -0.0365 -0.0307 -0.0554 -0.715
C -4.693387 -1.252751 -1.951335 -0.0182 0.0702 0.0314 -0.714
C -3.746863 -2.249285 -2.225804 0.0596 -0.0399 -0.0058 -0.346
C -2.530266 -2.275227 -1.589857 -0.0799 -0.0227 -0.0255 -0.455
C -2.177165 -1.290844 -0.637809 -0.1151 -0.0577 0.2975 0.556
O -1.007161 -1.372354 -0.077492 0.3368 0.1858 -0.6012 -0.717
H 3.988341 -1.500429 0.129391 -0.0002 -0.0249 0.0103 0.394
H 5.948732 -1.551075 1.611889 -0.0034 0.0024 -0.0018 0.393
H 5.838579 -0.549476 3.890646 0.0002 0.0145 -0.0011 0.394
H 3.743307 0.519049 4.623414 0.0034 -0.0127 0.0057 0.312
H 1.597921 1.096750 4.392954 0.0094 0.0181 -0.0059 0.301
H -0.511327 2.352032 4.071248 0.0404 -0.0007 -0.0168 0.411
H -1.176171 0.708567 4.126959 -0.0056 0.0207 0.0251 0.274
H -1.437279 2.706556 1.850980 -0.0706 0.0430 0.0043 0.205
H -2.767949 2.123608 2.880169 0.0049 -0.0330 0.0250 0.481
H -3.800450 1.362183 0.887414 -0.0583 -0.0774 0.0724 0.280
H -5.118704 0.455642 -0.747280 -0.0012 -0.0022 -0.0041 0.334
H -5.641064 -1.235185 -2.470773 -0.0025 0.0020 0.0078 0.419
H -3.974256 -3.012550 -2.960439 0.0013 0.0001 0.0043 0.374
H -1.802977 -3.047734 -1.802928 0.0230 0.0237 -0.0086 0.392
C 1.239483 -1.112361 -2.380869 -0.0197 0.0185 -0.1174 -0.664
Si 0.432748 0.544021 -2.663038 0.0674 -0.1497 -0.0452 0.502
C 1.641666 1.686961 -3.531596 -0.0520 0.0075 0.0447 -1.158
C -1.116904 0.403166 -3.708556 0.0134 -0.0029 0.0529 -0.791
Se -0.074596 1.649934 -0.709716 0.1659 0.3417 0.2573 -0.162
H 1.549476 -1.519152 -3.348753 -0.0081 0.0010 0.0017 0.465
H 0.567728 -1.819255 -1.895485 0.0012 0.0401 0.0134 0.168
H 2.116481 -0.999845 -1.745473 0.0002 0.0014 -0.0026 -0.036
H 1.781635 1.361562 -4.566094 0.0115 -0.0054 0.0063 0.334
H 2.609466 1.667728 -3.028148 -0.0042 0.0148 0.0081 0.273
H 1.292094 2.721040 -3.549665 -0.0161 -0.0085 -0.0009 0.334
H -0.859935 0.222555 -4.755928 0.0147 -0.0168 0.0065 0.389
H -1.701935 1.323231 -3.654269 0.0179 0.0099 -0.0228 0.263
H -1.750889 -0.415731 -3.366051 -0.0180 0.0201 0.0109 0.123
```
Positions in Å, forces in eV/Å.

Strongest force on any atom (eV Å⁻¹): 1.1
Kohn-Sham gap (hartree): 0.249
HOMO level (eV): -7.5
E_LUMO (eV): -0.67
Charge: 0

***

Entry 3:
# C35H35N7O14

A 6-piece molecular cluster, C35H35N7O14 overall at a distorted geometry (ωB97M-V/def2-TZVPD, the Open Molecules 2025 dataset).

```
91
Properties=species:S:1:pos:R:3:forces:R:3:mulliken_charge:R:1
O -0.990916 -7.406766 1.953363 0.4814 -0.0657 -0.2931 -0.604
N 0.053400 -7.555874 1.334974 -0.4285 -0.3157 -0.1281 1.007
O 0.223309 -8.388705 0.456323 -0.0818 0.3808 0.3828 -0.604
C 1.178052 -6.680526 1.673114 0.6298 0.5021 0.2086 0.054
C 1.036832 -5.742522 2.694360 -0.0172 -0.0040 0.0199 -0.334
C 2.114852 -4.929821 3.027215 0.0323 -0.1397 -0.0548 -0.318
C 3.319636 -5.054268 2.342798 -0.0436 -0.0439 -0.0390 -0.467
C 3.451075 -5.985257 1.316351 -0.2253 0.0610 0.1627 -0.475
C 2.378915 -6.803922 0.977240 0.0528 -0.0704 -0.0924 -0.385
H 0.103915 -5.635931 3.236308 0.0624 -0.1654 -0.1862 0.456
H 2.018787 -4.201150 3.825239 -0.0222 -0.0330 -0.1560 0.376
H 4.161462 -4.423005 2.611552 -0.1115 -0.0473 -0.0213 0.421
H 4.391835 -6.075694 0.783572 -0.1302 -0.0286 0.0284 0.397
H 2.495050 -7.527750 0.178211 -0.2145 0.0363 0.1560 0.445
O 2.127009 -0.964954 -1.151134 -0.5095 0.1488 -0.6603 -0.703
N 0.999975 -0.901218 -1.641888 -0.0791 -0.0382 -0.3827 1.096
O 0.084365 -0.237801 -1.184366 0.5792 -0.2115 -0.3063 -0.595
C 0.740048 -1.676995 -2.854022 -0.1383 -0.5467 -0.7026 0.037
C 1.748370 -2.477225 -3.389175 0.0879 -0.0307 0.0334 -0.272
C 1.489215 -3.231508 -4.528192 -0.1981 0.1433 0.0979 -0.539
C 0.234171 -3.181773 -5.127375 0.0386 0.0323 0.0434 -0.542
C -0.766132 -2.373731 -4.595559 0.2653 0.0149 0.1366 -0.548
C -0.517445 -1.617110 -3.454843 -0.0856 0.0605 0.0409 -0.196
H 2.730525 -2.525965 -2.932456 -0.2021 0.1278 0.0681 0.454
H 2.265485 -3.862062 -4.948112 -0.0605 0.1183 0.0758 0.396
H 0.034258 -3.777084 -6.013181 0.0326 0.0752 0.0973 0.416
H -1.741749 -2.336760 -5.068491 0.0964 0.0349 0.0981 0.401
H -1.307508 -0.994444 -3.049701 0.2377 -0.0331 0.0906 0.463
O -1.797780 2.786641 5.571707 -0.0873 -0.3394 -0.5113 -0.614
N -2.052266 2.034269 4.642932 0.1203 0.4816 0.1338 1.030
O -1.904881 2.319524 3.461244 -0.5652 0.0578 0.9361 -0.626
C -2.572280 0.704073 4.963451 -0.3044 -0.7613 0.1520 0.032
C -2.789523 0.353074 6.294575 0.0062 0.0575 0.1141 -0.421
C -3.305859 -0.903050 6.592409 0.0323 0.0418 -0.2598 -0.441
C -3.596631 -1.798388 5.567069 0.0160 0.0372 -0.0192 -0.394
C -3.367616 -1.445405 4.240440 0.0326 0.1287 0.2193 -0.670
C -2.854161 -0.190302 3.932819 0.0076 0.0132 -0.1289 0.080
H -2.567135 1.041413 7.102272 0.0249 0.0399 -0.2531 0.442
H -3.484975 -1.184212 7.624738 0.0481 0.0779 -0.1128 0.375
H -4.004881 -2.776360 5.803220 0.0608 0.1126 -0.0302 0.393
H -3.593259 -2.148325 3.445693 0.0591 0.1187 0.0606 0.398
H -2.683068 0.073863 2.895000 0.0389 0.1371 0.2069 0.375
O 2.316673 -0.932890 -7.478852 -0.3906 0.3424 0.2210 -0.612
N 1.516430 -0.148119 -6.990133 0.3866 -0.2942 0.3577 1.053
O 1.407183 0.071830 -5.793443 0.0402 -0.0812 -0.5011 -0.567
C 0.624610 0.573555 -7.900340 -0.5364 0.4006 -0.5358 0.073
C 0.691210 0.324116 -9.269748 0.0456 -0.0703 -0.0596 -0.367
C -0.174141 0.994314 -10.127579 -0.0419 0.0722 0.2478 -0.428
C -1.092538 1.907463 -9.617847 0.0204 -0.0148 0.0239 -0.385
C -1.146889 2.159652 -8.250178 0.1455 -0.1656 -0.1421 -0.491
C -0.287316 1.492023 -7.384450 -0.0368 0.0235 0.1115 -0.266
H 1.402067 -0.384846 -9.679241 -0.0353 0.0604 0.2536 0.432
H -0.135201 0.802781 -11.194689 0.0364 -0.0041 0.1379 0.367
H -1.770353 2.424729 -10.290087 0.0874 -0.0536 0.0801 0.370
H -1.862692 2.874585 -7.858750 0.1094 -0.0918 0.0031 0.377
H -0.341703 1.695022 -6.320525 0.1574 -0.1655 -0.1211 0.455
O -2.345724 4.759975 -1.179119 -0.3271 0.4650 0.1052 -0.606
N -3.033876 5.750297 -0.977955 0.0723 -0.2079 -0.5482 1.028
O -3.598016 6.389515 -1.854039 0.2376 -0.2856 0.4053 -0.608
C -3.189000 6.204283 0.406154 -0.0627 0.2624 0.8204 0.023
C -2.532020 5.525064 1.430279 0.0710 -0.0771 -0.0060 -0.391
C -2.662803 5.974035 2.740272 -0.1139 0.1349 -0.1085 -0.420
C -3.447291 7.088884 3.019837 -0.0037 -0.0101 -0.0590 -0.442
C -4.109423 7.756835 1.993500 0.1601 -0.2191 -0.0225 -0.393
C -3.982165 7.316646 0.680318 -0.0665 0.0920 -0.0497 -0.372
H -1.917320 4.655192 1.226654 -0.1307 0.1313 -0.1477 0.586
H -2.150141 5.456230 3.544388 -0.0483 -0.0123 -0.1412 0.418
H -3.542580 7.439863 4.042927 0.0089 -0.0497 -0.1181 0.376
H -4.722059 8.623629 2.217578 0.0589 -0.0988 -0.0787 0.367
H -4.500429 7.847540 -0.110495 0.1633 -0.2079 -0.0237 0.422
C -0.117259 1.319607 1.484072 -0.2969 -1.4630 0.0228 -0.973
C 1.104766 0.474043 2.165943 -1.6106 2.0514 -0.2614 0.497
N 1.215138 -0.769975 1.382645 -1.7463 2.8125 -0.8039 -0.264
O 2.180207 -1.671178 1.769160 3.6771 -0.7192 2.1735 -0.089
C 2.979514 -1.284207 2.884819 -0.8884 -1.0684 4.7387 0.171
O 2.638303 -1.725500 4.044796 1.3759 1.7097 -5.0499 -0.574
N 4.159378 -0.423911 2.851454 -2.6376 -0.4251 -1.0166 -0.116
C 4.111671 0.639207 3.896574 0.0622 0.8483 0.3243 -0.190
C 4.532970 2.094382 3.367767 -0.2390 3.0868 2.9903 0.414
O 4.590032 3.010299 4.226108 0.0179 -3.6523 -3.3126 -0.518
O 4.796716 2.428654 2.008407 -1.4617 -1.1896 1.2641 -0.491
H 0.141597 1.700444 0.443901 -0.2185 -0.3011 1.5167 0.358
H -0.951745 0.532389 1.333592 1.2052 1.3120 0.1424 0.087
H -0.548748 2.101414 2.192126 1.2681 -1.0462 -1.4108 0.455
H 0.753793 0.337265 3.257407 1.0372 -0.1946 -1.6519 0.341
H 2.006305 1.196210 2.085783 -0.9408 -1.2548 0.4646 -0.474
H 1.429160 -0.497000 0.390038 0.0918 -0.3505 1.8452 0.329
H 4.340243 -0.052026 1.909635 -0.0723 -0.1673 0.5940 0.344
H 3.044389 0.765685 4.320915 1.6866 -0.2074 -0.7580 0.162
H 4.775481 0.418025 4.805852 -0.8405 0.2711 -1.5401 0.374
H 3.921122 2.466977 1.544874 0.9850 -0.0931 0.3985 0.359
```
Positions in Å, forces in eV/Å.

Strongest force on any atom (eV Å⁻¹): 5.5
Kohn-Sham gap (hartree): 0.289
HOMO level (eV): -8.8
E_LUMO (eV): -0.92
Charge: 0

***

Entry 4:
# C26H22F3O12P2SbV

C26H22F3O12P2SbV as an isolated structure at a distorted geometry (ωB97M-V/def2-TZVPD, the Open Molecules 2025 dataset).

```
67
Properties=species:S:1:pos:R:3:forces:R:3:mulliken_spin:R:1
V 0.934149 -1.818885 -0.255252 -0.3679 -0.2475 1.3295 2.715
O 0.678949 -1.422985 3.347548 -0.0560 0.0228 0.0955 -0.003
C 1.318049 -1.817785 2.378048 0.8267 0.5652 1.9841 -0.025
O 0.932649 -2.663585 1.520948 -0.3921 -0.8465 -0.3513 -0.010
C 2.808049 -1.357885 2.260748 -0.5477 -0.3403 0.1458 -0.025
C 3.676849 -2.497285 1.686748 0.2039 -0.2034 0.9002 0.026
C 5.147749 -2.198085 2.043948 -0.1187 -0.2340 -0.0390 0.001
C 5.446849 -1.044785 1.069148 -0.1147 0.0522 -0.2823 0.012
C 4.101149 -0.941185 0.315648 0.4518 0.8624 -0.0608 -0.040
O 3.645449 -2.275285 0.293348 -0.1456 -0.3041 -0.3870 0.021
C 3.054549 -0.253485 1.217448 -0.1661 -0.0916 -0.2351 0.067
C 1.841449 0.140715 0.361848 2.0757 1.9632 -0.0234 0.163
O 2.064949 1.036215 -0.496152 0.2692 0.0999 0.0304 0.117
O 0.671649 -0.212885 0.698548 -1.5488 1.1578 1.0087 -0.094
H 3.135849 -1.041485 3.256948 -0.1194 -0.1144 -0.1724 -0.006
H 3.317549 -3.503085 1.907548 0.0585 0.1573 -0.0309 0.002
H 5.772749 -3.067285 1.841748 0.0418 -0.0211 0.0023 -0.001
H 5.262649 -1.916485 3.088948 0.0124 -0.0257 0.0799 -0.002
H 6.234049 -1.307485 0.362548 0.0594 0.0131 0.0458 0.000
H 5.717249 -0.111085 1.564848 -0.0214 -0.0023 -0.0264 -0.003
H 4.171249 -0.537385 -0.694752 -0.0688 -0.0926 0.1182 -0.038
H 3.425849 0.683315 1.651248 -0.0265 -0.1800 -0.0595 0.045
O 1.053349 -3.858785 -3.512552 0.2341 -0.3306 0.5413 0.000
P 1.857749 -3.728885 -2.129552 0.6161 -1.4053 -1.3158 0.015
O 2.794949 -4.839785 -1.931252 0.1053 0.0140 0.0740 0.000
O 0.825049 -3.463285 -1.048852 -0.1531 -2.0263 -0.9033 0.008
O 2.676949 -2.308985 -2.367752 -0.7440 -0.1982 0.0224 0.032
P 1.764249 -1.087385 -2.938152 0.8807 1.0406 -1.0883 0.029
O 2.772849 0.135115 -2.835952 -0.2977 -0.4059 -0.3014 0.002
O 1.376149 -1.365185 -4.342952 0.0036 -0.0244 -0.0553 0.001
O 0.617349 -0.895985 -1.963652 -0.1119 -0.0564 -0.6711 -0.072
H 1.013049 -2.968285 -3.926152 -0.1718 0.1036 -0.6855 0.000
H 2.585049 0.595115 -1.983852 0.0028 0.3186 0.4073 0.010
F -5.069851 5.144315 -3.774652 0.1205 -0.1638 0.1306 0.000
C -4.258651 4.282715 -3.083652 0.0521 0.0163 0.0017 0.000
C -4.613151 2.953315 -2.981052 -0.2353 0.3001 -0.2122 0.000
C -3.776451 2.093315 -2.288652 0.0188 -0.1244 0.0824 -0.001
C -2.601151 2.533015 -1.692752 0.4619 -0.3615 0.1319 0.001
C -2.279051 3.875315 -1.845252 0.0825 -0.0652 0.1364 0.001
C -3.092651 4.764515 -2.522852 -0.2676 0.2503 -0.1899 0.000
Sb -0.936351 1.213915 -0.917052 -1.1964 0.7363 0.3108 0.035
C -2.428251 -0.330385 -0.486452 0.5302 0.3719 -0.2087 -0.018
C -2.232551 -1.667385 -0.800452 -0.0219 -0.0554 0.0277 0.067
C -3.197551 -2.618185 -0.486652 -0.2669 -0.1830 0.0773 0.010
C -4.364751 -2.205685 0.122648 0.0484 -0.0017 -0.1218 -0.001
F -5.340451 -3.120985 0.406848 0.2497 0.1415 -0.0330 0.000
C -4.595451 -0.879685 0.438348 -0.0973 -0.0946 0.0531 0.004
C -3.615051 0.049615 0.134448 -0.0075 -0.0945 0.0052 0.006
C -1.155251 1.979015 1.138148 0.1682 -0.2614 -0.6596 0.002
C -0.845551 3.290815 1.462148 -0.1169 -0.1367 -0.1015 0.000
C -0.885651 3.733115 2.774748 -0.0184 0.0958 0.2897 0.000
C -1.221351 2.830315 3.762948 -0.0536 0.0299 -0.0608 0.001
F -1.277751 3.267015 5.058948 0.0239 -0.0759 -0.1717 0.000
C -1.496051 1.506815 3.482048 -0.0391 0.1475 0.2178 0.001
C -1.449851 1.087815 2.163848 0.0795 0.0485 0.0359 -0.001
H -5.523251 2.607115 -3.451052 -0.0685 -0.0270 -0.0207 0.000
H -4.052351 1.050715 -2.212152 -0.0653 -0.0874 -0.0523 0.000
H -1.347951 4.229915 -1.424352 0.1210 0.2075 -0.0212 0.000
H -2.829051 5.806515 -2.637952 -0.0076 0.0815 -0.0046 0.000
H -1.325651 -1.996385 -1.299052 -0.1679 -0.0008 -0.0540 -0.053
H -3.043451 -3.662385 -0.713652 0.0124 -0.0876 -0.0152 0.001
H -5.520651 -0.591185 0.917448 -0.0577 -0.0031 0.0264 0.001
H -3.773251 1.092015 0.381648 -0.0461 -0.0082 0.0497 0.000
H -0.560951 3.983115 0.682848 0.0328 0.1524 -0.0406 0.001
H -0.657651 4.757115 3.030048 0.0291 0.0986 0.0792 0.000
H -1.726651 0.815015 4.277048 0.0582 -0.0720 0.1057 0.000
H -1.602751 0.040315 1.942548 -0.0247 0.0059 0.1096 -0.004
```
Positions in Å, forces in eV/Å.

Energy relative to the best compared isomer or geometry (same formula, charge and spin) (kcal per mole): 45.61
Strongest force on any atom (eV Å⁻¹): 2.9
Kohn-Sham gap (spin up / spin down) (hartree): 0.223 / 0.276
Spin multiplicity: 4
<S²>: 3.7595
HOMO level (spin up / spin down) (eV): -1.7 / -3.2
E_LUMO (spin up / spin down) (eV): 4.33 / 4.33
Charge: -2